# 1
Computed, not measured: C3H5N3 as an isolated structure, with the ωB97M-V functional and the def2-TZVPD basis.

```
! wB97M-V def2-TZVPD RIJCOSX def2/J DEFGRID3
* xyz 0 1
N -0.05 0.90 1.21
N 0.21 -0.56 -2.24
N -0.47 -1.51 -0.77
C 0.09 -0.40 -0.89
C -1.06 0.22 1.51
C 0.70 0.58 0.02
H 1.22 -0.47 -2.43
H -1.60 0.49 2.42
H -1.45 -0.62 0.88
H 1.68 0.19 0.31
H 0.92 1.48 -0.56
*
```

Kohn-Sham gap (alpha / beta): 9.24 / 9.24 eV
calculated total energy: -281.41730 hartree
E_LUMO (alpha / beta): -0.0164 / -0.0166 Ha
max |F|: 1.48 eV/A
energy above the lowest of the compared OMol25 structures with the same formula, charge and spin: 453.5 kJ/mol

Mulliken charges in e:
1 N -0.43
2 N -0.54
3 N -0.48
4 C 0.66
5 C -0.24
6 C -0.32
7 H 0.25
8 H 0.27
9 H 0.26
10 H 0.26
11 H 0.30

---

# 2
Computed, not measured: C3H3LuO3 as an isolated structure, with the ωB97M-V functional and the def2-TZVPD basis.

```
! wB97M-V def2-TZVPD RIJCOSX def2/J DEFGRID3
* xyz 1 2
Lu -0.06 2.27 1.02
O 0.79 0.33 0.18
O 3.62 1.04 -0.90
O 2.27 2.70 -0.04
C 0.39 -0.92 -0.02
C 2.80 1.76 -0.52
C 1.18 -2.00 -0.16
H 0.73 -2.97 -0.34
H 2.27 -1.90 -0.19
H -0.70 -1.06 -0.09
*
```

Kohn-Sham gap (alpha / beta): 6.82 / 5.43 eV
calculated total energy: -1577.03562 hartree
E_LUMO (alpha / beta): -0.1900 / -0.2409 Ha
max |F|: 4.91 eV/A
<S²>: 0.751
energy above the lowest of the compared OMol25 structures with the same formula, charge and spin: 0.0 kJ/mol

Mulliken charges in e:
1 Lu 1.23
2 O -0.44
3 O -0.22
4 O -0.56
5 C 0.16
6 C 0.88
7 C -0.74
8 H 0.24
9 H 0.22
10 H 0.23

---

# 3
Computed, not measured: a 10-piece molecular cluster, C46H120N8O15 overall, with the ωB97M-V functional and the def2-TZVPD basis.

```
! wB97M-V def2-TZVPD RIJCOSX def2/J DEFGRID3
* xyz 0 1
O -4.41 1.29 5.76
O 4.86 5.98 3.89
O 10.25 -0.50 8.00
O 2.05 7.07 -0.29
O 8.56 -3.19 1.77
O -2.90 0.87 -10.64
O -2.62 -7.98 4.64
O -6.18 6.43 -5.37
O 0.80 -1.28 -0.70
O 5.14 -1.95 7.05
O -7.48 11.42 -8.58
O 9.23 3.67 -3.27
O -6.21 -12.38 -2.30
O -3.32 -9.07 -4.12
O -8.37 -1.61 7.90
N -6.56 -0.90 5.63
N 2.59 1.47 -2.39
N -7.60 7.97 -7.16
N 2.53 8.25 3.15
N -3.99 2.75 -13.66
N 7.96 -1.86 8.76
N 4.94 -4.27 1.89
N -3.48 -11.20 -2.15
C -3.78 2.50 5.34
C 11.16 0.63 7.97
C -7.63 12.74 -8.08
C 1.78 7.92 0.74
C 2.30 1.15 -0.03
C -4.82 0.56 4.61
C -7.72 10.44 -7.58
C -0.80 -7.63 6.17
C -6.92 6.75 -7.59
C -4.05 0.35 -13.51
C 6.32 -4.38 1.44
C 9.78 5.21 -1.51
C 2.77 7.61 1.86
C 3.90 -1.37 7.06
C -5.42 -12.32 -1.09
C -3.94 1.68 -12.65
C 9.37 -2.31 8.94
C 7.12 -2.94 8.33
C -6.89 5.80 -6.43
C -2.73 1.75 -11.74
C 6.36 -4.95 -0.02
C -8.38 -2.30 6.65
C -5.27 -0.90 4.93
C 4.90 4.62 4.34
C 10.35 -1.21 9.20
C -1.27 -7.61 4.75
C 3.70 8.11 4.08
C 1.07 -0.31 -1.70
C 5.58 -2.54 8.27
C 2.35 0.45 -1.39
C 9.24 -1.90 1.74
C -0.48 -1.93 -0.89
C -7.33 9.07 -8.09
C -6.12 5.57 -4.22
C -2.15 -9.49 -3.37
C 3.93 6.70 4.61
C -2.59 -10.06 -2.01
C -4.39 -11.24 -1.06
C -3.04 -8.24 -5.29
C -6.91 -2.21 6.13
C -9.66 -1.77 8.50
C 7.11 -3.06 1.63
C -2.02 1.07 -9.47
C 10.25 4.59 -2.85
C 1.12 7.29 -1.40
C -7.44 -13.10 -2.17
H -10.09 -2.77 8.55
H -1.95 2.09 -9.09
H 1.32 8.25 -1.88
H 8.93 -1.22 2.53
H 7.89 -1.12 8.07
H -1.57 -10.23 -3.91
H -4.04 0.48 3.85
H -3.57 2.94 6.31
H -1.48 -8.67 -3.13
H -2.26 0.33 -8.71
H -4.99 -13.31 -0.95
H -2.93 2.42 4.65
H -4.79 1.79 -11.98
H 0.27 -7.42 6.11
H -8.18 -12.79 -1.43
H -3.93 -7.76 -5.70
H -6.74 13.08 -7.55
H 1.07 -0.78 -2.69
H 0.12 7.12 -1.00
H -2.69 2.76 -11.35
H 4.87 -3.83 2.80
H -6.29 9.13 -8.39
H -0.60 -2.40 -1.87
H 2.34 0.43 0.79
H -4.49 3.11 4.79
H 2.72 6.55 2.12
H 9.96 -0.61 10.03
H 11.02 1.23 8.87
H 7.27 -3.75 9.04
H 2.17 2.35 -2.11
H -0.91 -8.62 6.60
H 3.12 1.83 0.19
H -4.97 -10.32 -0.96
H -9.12 -1.91 5.94
H -1.31 -6.89 6.79
H 11.18 4.03 -2.71
H 3.57 1.70 -2.31
H -7.43 6.35 -8.46
H -6.10 -2.53 6.78
H 3.79 7.75 1.50
H 10.47 6.00 -1.21
H 4.44 -3.58 1.33
H 4.04 -0.43 7.60
H 9.68 2.93 -3.69
H 9.70 -2.89 8.08
H 5.18 4.54 5.39
H 5.33 -1.84 9.08
H -4.85 2.68 -14.20
H -6.92 -2.89 5.27
H -7.91 5.66 -6.09
H -2.96 -9.29 -1.33
H -6.64 -0.27 6.41
H -3.28 2.54 -14.35
H 9.36 -3.03 9.76
H -7.14 5.33 -3.94
H 4.28 6.77 5.64
H -4.50 -1.40 5.52
H -4.94 0.27 -14.13
H 10.31 -1.97 1.95
H -0.72 -2.67 -0.13
H -2.38 -8.74 -6.00
H -7.18 -14.06 -1.72
H 7.41 -4.99 -0.31
H -9.76 -1.41 9.52
H -6.38 4.88 -6.71
H -1.62 -10.35 -1.58
H -0.62 -8.27 4.17
H 5.69 4.10 3.81
H -7.33 8.19 -6.21
H -1.02 -6.59 4.45
H -2.95 -8.50 5.38
H 3.27 -0.14 -1.41
H -3.11 0.13 -14.02
H -5.93 6.97 -7.98
H 12.23 0.41 8.00
H 6.69 -5.13 2.13
H -7.75 13.44 -8.91
H 3.01 6.11 4.59
H 4.65 8.39 3.61
H 1.35 1.65 0.15
H -8.77 10.39 -7.29
H -5.52 -1.46 4.03
H 2.33 9.23 3.02
H 5.85 -4.32 -0.75
H -1.84 1.61 -12.36
H 1.91 8.94 0.40
H -3.79 -11.36 -0.15
H -7.93 -13.14 -3.14
H -1.27 -1.19 -0.77
H 11.38 -1.52 9.39
H -1.01 0.76 -9.75
H -4.12 -0.50 -12.83
H 5.01 -3.44 8.48
H 6.78 -2.63 2.58
H -5.47 4.69 -4.25
H -4.07 -11.00 -2.94
H -10.43 -1.20 7.98
H -7.86 8.92 -9.03
H 10.48 5.37 -3.57
H 8.82 5.71 -1.58
H -5.58 1.13 4.09
H -2.45 -7.39 -4.93
H 6.89 -2.33 0.85
H 3.98 4.04 4.28
H 11.08 1.17 7.03
H 0.29 0.46 -1.65
H 9.08 -1.36 0.80
H 3.11 -1.87 7.63
H -8.54 12.84 -7.48
H -8.58 -3.36 6.77
H -7.12 10.59 -6.68
H 0.77 7.77 1.13
H 6.08 -6.00 0.05
H -6.14 -12.16 -0.28
H 3.51 -1.19 6.06
H 3.53 8.81 4.90
H 1.27 6.59 -2.22
H 9.71 4.49 -0.70
H 7.38 -3.33 7.34
H -5.63 6.14 -3.43
*
```

Kohn-Sham gap: 8.83 eV
calculated total energy: -3390.78220 hartree
E_LUMO: 0.0095 Ha
max |F|: 2.97 eV/A
energy above the lowest of the compared OMol25 structures with the same formula, charge and spin: 359.1 kJ/mol

Here are the Mulliken charges for atoms 1 to 99, given in e:
1 O -0.29
2 O -0.30
3 O -0.25
4 O -0.27
5 O -0.34
6 O -0.31
7 O -0.52
8 O -0.34
9 O -0.24
10 O -0.27
11 O -0.32
12 O -0.51
13 O -0.30
14 O -0.30
15 O -0.29
16 N -0.35
17 N -0.71
18 N -0.32
19 N -0.42
20 N -0.76
21 N -0.35
22 N -0.69
23 N -0.40
24 C -0.72
25 C -0.80
26 C -0.71
27 C -0.50
28 C -1.53
29 C -0.62
30 C -0.51
31 C -1.17
32 C -0.69
33 C -1.37
34 C 0.40
35 C -1.03
36 C -0.52
37 C -0.78
38 C -0.59
39 C 0.41
40 C -0.71
41 C -0.60
42 C -0.51
43 C -0.65
44 C -1.22
45 C -0.52
46 C -0.58
47 C -0.79
48 C -0.55
49 C -0.09
50 C -0.68
51 C -0.80
52 C -0.71
53 C 0.54
54 C -0.75
55 C -0.79
56 C -0.58
57 C -0.74
58 C -0.58
59 C -0.61
60 C -0.66
61 C -0.62
62 C -0.76
63 C -0.81
64 C -0.84
65 C -0.58
66 C -0.74
67 C -0.16
68 C -0.74
69 C -0.76
70 H 0.32
71 H 0.30
72 H 0.29
73 H 0.31
74 H 0.25
75 H 0.33
76 H 0.42
77 H 0.25
78 H 0.44
79 H 0.26
80 H 0.35
81 H 0.29
82 H 0.29
83 H 0.32
84 H 0.32
85 H 0.26
86 H 0.27
87 H 0.39
88 H 0.31
89 H 0.33
90 H 0.23
91 H 0.32
92 H 0.30
93 H 0.34
94 H 0.31
95 H 0.20
96 H 0.35
97 H 0.31
98 H 0.42
99 H 0.25

---

# 4
Computed, not measured: a 12-piece molecular cluster, C39H62FN12O27PS2 overall, with the ωB97M-V functional and the def2-TZVPD basis.

```
! wB97M-V def2-TZVPD RIJCOSX def2/J DEFGRID3
* xyz 0 1
S -1.89 -4.49 0.96
S 6.85 -4.18 -2.35
P 5.49 -4.69 -3.66
F -3.04 -1.70 2.38
O 3.37 4.68 -4.56
O -1.83 2.18 2.08
O -8.31 -5.58 2.17
O -1.81 -7.63 2.64
O 0.27 5.37 6.40
O 4.35 -10.55 -1.15
O 1.51 9.80 3.94
O 5.16 4.02 8.49
O -6.33 -5.12 6.43
O -3.79 6.72 -8.56
O -4.12 8.00 -10.33
O -0.68 9.67 3.82
O -1.83 7.84 -5.14
O 2.51 -10.23 -2.33
O -0.82 -4.86 -2.32
O -0.61 -8.68 4.16
O 3.65 0.24 -1.26
O 3.57 5.10 9.55
O 1.77 5.76 -3.49
O 3.19 -5.80 -1.09
O 1.47 4.15 5.01
O -0.63 6.62 -6.53
O -4.74 -6.19 5.36
O -8.73 -7.60 2.94
O -3.31 3.57 7.21
O -0.65 0.05 -4.21
O -2.10 2.52 8.73
N -3.65 7.77 -9.21
N 3.18 -10.82 -1.47
N -8.79 -6.72 2.08
N 0.44 4.39 5.66
N 4.10 4.65 8.53
N -1.65 6.87 -5.89
N -1.41 -7.81 3.79
N -5.80 -5.57 5.41
N -2.90 3.40 8.37
N 0.41 9.40 4.33
N 5.30 -0.81 -6.22
N 2.31 5.31 -4.51
C -0.99 -2.48 -1.20
C 2.52 -5.72 -2.39
C 5.46 -1.37 -4.82
C 1.67 4.09 0.71
C 3.40 4.89 7.24
C 2.67 -1.01 -4.06
C -3.42 4.33 9.41
C -2.83 8.84 -8.58
C 0.41 8.50 5.52
C -1.02 3.03 1.19
C 2.77 0.58 -4.59
C 3.03 1.33 -2.03
C 5.24 -6.61 0.11
C -0.13 -0.72 -3.25
C 4.03 -1.97 -4.18
C -6.50 -5.33 4.12
C -9.50 -7.05 0.82
C -1.92 -6.88 4.83
C -1.57 3.92 -0.07
C -2.85 1.41 1.34
C -0.52 4.88 -0.95
C -2.79 5.91 -6.02
C -0.90 -0.92 -1.78
C -0.69 3.44 5.52
C 4.02 -7.01 -0.96
C 3.92 -3.53 -3.60
C -0.26 -3.67 -2.13
C -1.54 0.38 -0.94
C 1.18 -3.18 -2.83
C 2.52 -4.14 -2.93
C -1.74 -2.76 0.23
C -2.37 -1.46 1.05
C 1.10 5.00 -0.57
C 1.60 5.55 -5.80
C -2.28 0.11 0.53
C 3.67 1.52 -3.55
C 2.52 -11.94 -0.74
C 1.27 -1.61 -3.40
C 0.61 3.15 1.54
H 3.15 0.09 -0.39
H 6.30 -2.21 -4.90
H -2.71 3.89 -0.36
H 1.00 7.62 5.27
H 5.93 -0.55 -4.09
H -3.52 2.05 0.62
H -1.44 1.48 -1.41
H -2.50 5.11 -6.70
H 4.81 1.25 -3.56
H 6.15 -7.33 -0.06
H -2.79 9.69 -9.25
H -1.83 8.43 -8.41
H -7.49 -5.79 4.19
H -0.91 3.04 6.52
H -3.64 6.47 -6.42
H -3.12 5.34 9.12
H -8.98 -7.90 0.36
H -5.92 -5.78 3.31
H 2.82 4.14 1.03
H 0.85 9.06 6.35
H 3.31 5.97 7.11
H 4.83 -6.60 1.22
H -3.31 9.11 -7.64
H 1.44 -6.17 -2.26
H 0.62 5.08 -5.73
H -3.60 0.99 2.17
H -10.53 -7.31 1.08
H 5.16 -6.09 -3.66
H -0.62 8.23 5.75
H -3.01 -6.98 4.86
H 3.55 2.66 -3.86
H 3.22 -12.35 -0.02
H 1.87 1.14 -2.22
H -0.40 2.64 4.84
H -1.63 -5.86 4.54
H 5.29 0.24 -6.09
H -3.00 5.51 -5.03
H -1.55 3.99 5.13
H 3.04 -6.38 -3.24
H -1.48 -7.14 5.80
H 3.43 -7.96 -0.57
H 1.64 -11.53 -0.24
H 4.53 -7.35 -1.98
H 2.24 -12.69 -1.48
H 1.05 2.53 2.46
H 1.52 6.63 -5.94
H -0.86 5.52 -1.90
H -2.97 4.06 10.37
H 1.70 1.10 -4.61
H 1.77 5.72 -1.21
H -9.48 -6.18 0.16
H 3.98 4.44 6.43
H 3.16 0.65 -5.71
H 6.09 -4.42 -4.97
H 2.18 5.10 -6.61
H 3.23 2.37 -1.48
H -6.59 -4.25 3.98
H 2.41 4.42 7.31
H 5.50 -5.47 -0.14
H -4.50 4.22 9.44
H 4.37 -1.08 -6.63
H -3.02 -5.10 0.38
*
```

Kohn-Sham gap: 6.61 eV
calculated total energy: -5447.15670 hartree
E_LUMO: -0.0645 Ha
max |F|: 8.37 eV/A

Here are the Mulliken charges for atoms 1 to 99, given in e:
1 S -0.15
2 S -0.39
3 P 0.11
4 F -0.32
5 O -0.63
6 O -0.29
7 O -0.51
8 O -0.52
9 O -0.51
10 O -0.47
11 O -0.52
12 O -0.52
13 O -0.52
14 O -0.53
15 O -0.52
16 O -0.51
17 O -0.52
18 O -0.48
19 O -0.53
20 O -0.53
21 O -0.52
22 O -0.52
23 O -0.52
24 O -0.25
25 O -0.47
26 O -0.58
27 O -0.60
28 O -0.48
29 O -0.47
30 O -0.57
31 O -0.50
32 N 0.87
33 N 0.79
34 N 0.85
35 N 0.87
36 N 0.84
37 N 0.93
38 N 0.88
39 N 0.89
40 N 0.82
41 N 0.85
42 N -0.66
43 N 0.94
44 C 0.15
45 C -0.75
46 C -0.19
47 C -0.52
48 C -0.56
49 C 0.19
50 C -0.72
51 C -0.66
52 C -0.62
53 C 0.46
54 C -0.73
55 C 0.22
56 C -0.84
57 C 0.04
58 C 0.45
59 C -0.75
60 C -0.73
61 C -0.66
62 C -0.40
63 C -0.70
64 C -0.32
65 C -0.76
66 C 0.19
67 C -0.51
68 C 0.07
69 C -0.33
70 C 0.24
71 C -0.18
72 C -0.09
73 C 0.20
74 C -0.04
75 C 0.09
76 C -0.32
77 C -0.69
78 C 0.49
79 C -0.21
80 C -0.72
81 C 0.20
82 C -0.10
83 H 0.30
84 H 0.24
85 H 0.18
86 H 0.22
87 H 0.17
88 H 0.23
89 H 0.18
90 H 0.30
91 H 0.26
92 H 0.26
93 H 0.32
94 H 0.21
95 H 0.27
96 H 0.11
97 H 0.30
98 H 0.28
99 H 0.28

---

# 5
Computed, not measured: the molecule C5H9NO2, with the ωB97M-V functional and the def2-TZVPD basis.

```
! wB97M-V def2-TZVPD RIJCOSX def2/J DEFGRID3
* xyz 0 1
O 2.70 1.02 1.16
O -3.68 -2.30 0.47
N -1.67 -1.75 -0.49
C 0.67 1.04 0.03
C -0.84 -0.68 -0.82
C 2.11 0.91 -0.18
C -2.88 -1.50 0.01
C -0.13 -0.03 0.50
H -1.33 0.08 -1.44
H 2.40 -0.09 -0.49
H 0.43 -0.90 0.88
H -0.01 -1.11 -1.40
H 0.29 2.05 0.11
H -0.96 0.35 1.10
H 3.41 1.65 1.24
H 2.62 1.67 -0.78
H -3.12 -0.41 0.10
*
```

Kohn-Sham gap: 5.56 eV
calculated total energy: -400.97140 hartree
E_LUMO: -0.0970 Ha
max |F|: 4.36 eV/A
energy above the lowest of the compared OMol25 structures with the same formula, charge and spin: 539.2 kJ/mol

Mulliken charges in e:
1 O -0.52
2 O -0.51
3 N -0.53
4 C -0.05
5 C -0.73
6 C -0.49
7 C 0.14
8 C -0.28
9 H 0.43
10 H 0.20
11 H 0.27
12 H 0.40
13 H 0.35
14 H 0.36
15 H 0.31
16 H 0.41
17 H 0.24

---

# 6
Computed, not measured: C18H34AsGeIrN2OS5Se5 as an isolated structure, with the ωB97M-V functional and the def2-TZVPD basis.

```
! wB97M-V def2-TZVPD RIJCOSX def2/J DEFGRID3
* xyz 0 5
Ir 1.69 0.52 0.09
Se 3.69 1.33 1.22
Se 4.11 3.39 0.49
Se 2.78 0.63 -2.14
Se 3.38 2.72 -2.54
Se -0.28 1.24 -4.19
As -1.42 -1.51 0.38
Ge -0.73 -1.30 -6.11
S 0.21 1.56 1.54
S 1.99 0.63 3.91
S 2.44 0.69 6.81
S 2.42 -1.88 0.20
S -0.33 -0.27 -1.01
O 1.47 -2.66 1.03
N 0.12 2.34 4.06
N 0.60 2.16 5.34
C -1.04 -1.72 2.25
C -1.79 4.55 6.84
C -1.39 -0.32 -4.53
C 4.07 -2.22 0.81
C -3.22 -0.82 0.35
C -0.33 3.80 8.57
C 1.61 1.25 5.49
C 0.35 3.00 7.66
C -0.05 2.97 6.33
C -1.82 -2.92 -6.33
C 2.54 -2.71 -1.38
C -1.62 2.39 -3.39
C -1.40 4.58 8.17
C -1.13 3.75 5.92
C -0.88 -0.17 -7.69
C 0.74 1.61 3.20
C 1.14 -1.78 -5.77
C -1.61 -3.29 -0.33
H -2.42 0.03 -4.70
H -1.39 -0.95 -3.64
H -1.56 -3.43 -7.25
H 1.63 -2.10 -6.68
H -1.83 -3.22 -1.39
H 1.18 2.40 8.00
H -1.94 1.98 -2.44
H 1.68 -0.92 -5.36
H -1.66 -3.61 -5.50
H -1.63 -2.57 2.58
H -1.91 0.15 -7.84
H -0.69 -3.83 -0.17
H -2.44 -3.79 0.18
H -1.33 -0.82 2.78
H 4.08 -1.92 1.85
H 4.27 -3.29 0.71
H -2.62 5.15 6.50
H 1.20 -2.60 -5.05
H 0.02 -1.93 2.39
H 0.00 3.81 9.60
H -0.26 0.72 -7.57
H -1.92 5.20 8.88
H -3.21 0.19 0.77
H -3.89 -1.46 0.93
H -0.55 -0.70 -8.58
H -2.88 -2.67 -6.37
H 2.68 -3.77 -1.18
H -3.56 -0.77 -0.69
H 4.79 -1.63 0.24
H -1.44 3.74 4.89
H 3.36 -2.30 -1.96
H -1.16 3.37 -3.24
H -2.47 2.49 -4.07
H 1.59 -2.53 -1.89
*
```

Kohn-Sham gap (alpha / beta): 7.06 / 5.26 eV
calculated total energy: -19306.11291 hartree
E_LUMO (alpha / beta): 0.0019 / -0.0835 Ha
max |F|: 0.68 eV/A
<S²>: 6.024

Mulliken charges in e:
1 Ir 1.12
2 Se -0.15
3 Se -0.17
4 Se -0.10
5 Se -0.22
6 Se 0.05
7 As 0.79
8 Ge 0.35
9 S -0.28
10 S -0.03
11 S -0.40
12 S 0.58
13 S -0.45
14 O -0.77
15 N -0.81
16 N 0.61
17 C -0.97
18 C -0.55
19 C -0.56
20 C -1.29
21 C -1.14
22 C -0.66
23 C 0.13
24 C -0.48
25 C 0.82
26 C -1.15
27 C -1.20
28 C -0.86
29 C -0.49
30 C -0.37
31 C -1.12
32 C 0.24
33 C -1.07
34 C -1.08
35 H 0.44
36 H -0.09
37 H 0.37
38 H 0.39
39 H 0.30
40 H 0.17
41 H 0.19
42 H 0.30
43 H 0.34
44 H 0.46
45 H 0.35
46 H 0.32
47 H 0.44
48 H 0.34
49 H 0.38
50 H 0.45
51 H 0.35
52 H 0.30
53 H 0.27
54 H 0.36
55 H 0.35
56 H 0.38
57 H 0.33
58 H 0.43
59 H 0.38
60 H 0.36
61 H 0.54
62 H 0.37
63 H 0.37
64 H 0.44
65 H 0.46
66 H 0.34
67 H 0.32
68 H 0.17

---

- Among the records above, which one has the highest calculated total energy?
  C3H5N3